No. 1
DFT (ωB97M-V/def2-TZVPD) results for a 2-piece molecular cluster, C5H11N2 overall at a distorted geometry.

The calculation puts the relative energy (zero: lowest compared OMol25 entry of this formula, charge and spin) at 3.531 eV. The value obtained for the highest occupied orbital energy is -14.35 eV.

The geometry in ORCA input format:
```
! RIJCOSX wB97M-V def2-TZVPD def2/J DEFGRID3
* xyz 1 1
C 0.246 -2.378 1.944
C 0.291 -1.217 1.341
C -0.035 1.292 -2.453
C 1.060 0.931 1.835
C -1.452 -0.330 -1.615
N -0.505 0.430 -1.322
N 0.228 -0.002 1.053
H 0.991 -3.221 1.935
H 1.059 0.924 -2.737
H -0.810 1.271 -3.199
H 0.059 2.295 -1.836
H 0.307 1.727 2.214
H 1.660 0.436 2.572
H 1.769 1.357 1.052
H -1.996 -0.491 -2.550
H -2.038 -1.004 -0.969
H -0.616 -2.403 2.643
H -0.218 0.383 0.093
*
```

***

No. 2
DFT (ωB97M-V/def2-TZVPD) results for one molecule with the formula C3H5ClO at a distorted geometry.

The calculation puts the relative energy (zero: lowest compared OMol25 entry of this formula, charge and spin) at 1.461 eV. Its SMILES is ClC[C@@H]1CO1. The value obtained for the highest occupied orbital energy is -10.46 eV.

The geometry in ORCA input format:
```
! RIJCOSX wB97M-V def2-TZVPD def2/J DEFGRID3
* xyz 0 1
C -1.032 0.589 0.262
C 0.069 -0.043 -0.457
C 1.325 -0.626 0.157
H -0.916 0.490 1.366
H -1.197 1.640 -0.067
H -0.176 -0.463 -1.414
H 1.516 -0.743 1.230
H 1.794 -1.308 -0.470
O 1.239 0.628 -0.414
Cl -2.623 -0.164 -0.193
*
```

***

No. 3
DFT (ωB97M-V/def2-TZVPD) results for one molecule with the formula C7H15NO at a distorted geometry.

The calculation puts the relative energy (zero: lowest compared OMol25 entry of this formula, charge and spin) at 3.026 eV. Its SMILES is CC(=O)N(C)C(C)(C)C. The value obtained for the highest occupied orbital energy is -8.35 eV.

The geometry in ORCA input format:
```
! RIJCOSX wB97M-V def2-TZVPD def2/J DEFGRID3
* xyz 0 1
C 0.431 0.739 0.068
C 0.514 -1.517 -1.005
C 2.297 0.502 0.180
C 0.178 1.646 -1.134
C 0.053 1.417 1.383
C -2.307 -1.867 0.698
N -0.028 -0.582 -0.031
C -1.773 -0.600 0.074
O -2.514 0.207 -0.441
H 1.381 -2.014 -0.563
H 0.799 -1.023 -1.937
H -0.213 -2.305 -1.211
H 2.748 1.027 -0.663
H 2.740 -0.493 0.156
H 2.755 0.941 1.067
H -0.872 1.702 -1.427
H 0.733 1.302 -2.011
H 0.506 2.669 -0.931
H 0.142 0.716 2.216
H 0.717 2.266 1.576
H -0.970 1.801 1.360
H -1.941 -2.735 0.146
H -3.402 -1.875 0.692
H -1.975 -1.925 1.738
*
```

***

No. 4
DFT (ωB97M-V/def2-TZVPD) results for C23H20Cl2PSm as an isolated structure at a distorted geometry.

Its expectation value of S² is 8.76. The value obtained for the highest occupied orbital energy (spin up / spin down) is -8.70 / -8.70 eV.

The geometry in ORCA input format:
```
! RIJCOSX wB97M-V def2-TZVPD def2/J DEFGRID3
* xyz 0 6
C -1.101 -1.583 4.176
C -0.960 -1.897 2.785
C 0.436 -2.033 2.498
H -1.772 -2.083 2.078
C 1.163 -1.806 3.710
C 0.215 -1.519 4.749
H 0.456 -1.269 5.792
H -2.049 -1.415 4.694
H 0.864 -2.361 1.550
H 2.250 -1.862 3.818
Sm 0.055 0.458 3.188
Cl 2.291 1.622 3.058
P 0.034 0.314 -0.121
C 1.268 -0.755 -0.911
C 1.006 -1.540 -2.045
H 0.010 -1.550 -2.486
C 2.025 -2.311 -2.612
H 1.818 -2.907 -3.504
C 3.305 -2.317 -2.049
H 4.104 -2.906 -2.504
C 3.562 -1.564 -0.894
H 4.557 -1.581 -0.444
C 2.553 -0.794 -0.322
H 2.743 -0.210 0.584
C -1.584 -0.170 -0.801
C -2.008 -1.510 -0.680
H -1.322 -2.262 -0.285
C -3.301 -1.874 -1.054
H -3.619 -2.911 -0.953
C -4.187 -0.911 -1.552
H -5.194 -1.201 -1.859
C -3.782 0.424 -1.650
H -4.472 1.180 -2.029
C -2.498 0.801 -1.254
H -2.197 1.849 -1.290
C 0.374 1.981 -0.790
C 0.957 2.173 -2.053
H 1.241 1.312 -2.659
C 1.166 3.470 -2.530
H 1.589 3.615 -3.525
C 0.843 4.574 -1.737
H 1.010 5.587 -2.110
C 0.302 4.386 -0.459
H 0.065 5.244 0.169
C 0.060 3.100 0.013
H -0.373 2.944 1.006
Cl -1.906 2.067 3.295
*
```

***

| no. | calculated total energy (a.u.) |
| --- | --- |
| 1 | -306.2537 |
| 2 | -652.6796 |
| 3 | -405.6261 |
| 4 | -2808.2737 |